Entry 1:
{"formula": "C22H66O11S11", "method": "wB97M-V/def2-TZVPD", "e_above_lowest_kcal_mol": 1379.59, "lumo_ev": -0.3060, "homo_ev": -6.75, "e_tot_ha": -6082.98838, "gap_ev": 6.4, "elements": ["C", "S", "O", "C", "H", "H", "H", "H", "H", "H", "C", "S", "O", "C", "H", "H", "H", "H", "H", "H", "C", "S", "O", "C", "H", "H", "H", "H", "H", "H", "C", "S", "O", "C", "H", "H", "H", "H", "H", "H", "C", "S", "O", "C", "H", "H", "H", "H", "H", "H", "C", "S", "O", "C", "H", "H", "H", "H", "H", "H", "C", "S", "O", "C", "H", "H", "H", "H", "H", "H", "C", "S", "O", "C", "H", "H", "H", "H", "H", "H", "C", "S", "O", "C", "H", "H", "H", "H", "H", "H", "C", "S", "O", "C", "H", "H", "H", "H", "H", "H", "C", "S", "O", "C", "H", "H", "H", "H", "H", "H"], "positions_angstrom": [[1.052991, 5.330456, 0.782102], [1.221591, 3.901646, -0.375208], [2.121501, 4.451246, -1.549358], [2.422911, 2.933556, 0.558942], [0.940951, 6.251446, 0.209972], [2.006391, 5.379236, 1.308152], [0.280031, 5.067806, 1.504352], [1.754871, 2.440706, 1.265292], [3.301491, 3.447716, 0.948612], [2.707611, 2.206926, -0.202008], [-0.880159, -0.100864, 1.492372], [-0.192529, 0.831886, 0.074782], [1.152201, 1.388776, 0.601472], [0.436691, -0.609504, -0.922588], [-1.132529, 0.715646, 2.168932], [-0.035639, -0.599244, 1.968282], [-1.654309, -0.860064, 1.381022], [0.860481, -1.379494, -0.277878], [1.120911, -0.322964, -1.721228], [-0.453629, -1.048414, -1.372918], [3.346051, 0.538066, -1.037928], [3.473121, 2.320646, -1.767528], [4.763221, 2.991376, -1.296478], [3.716121, 1.810006, -3.512868], [3.783131, -0.186104, -1.725408], [2.287211, 0.340016, -0.871398], [3.808961, 0.245656, -0.095428], [4.653391, 1.255876, -3.563458], [4.044171, 2.605266, -4.182228], [2.774541, 1.447246, -3.925108], [-2.294519, 0.705106, -1.771898], [-3.428279, 1.759726, -0.793538], [-4.765079, 1.059656, -0.832438], [-2.786949, 1.602566, 0.933332], [-2.330179, -0.346284, -1.486608], [-1.244659, 0.991986, -1.711948], [-2.734959, 0.740596, -2.768318], [-3.665829, 1.778336, 1.553632], [-2.157089, 2.471146, 1.125572], [-2.278309, 0.640706, 0.998262], [1.902391, -1.997314, 2.623312], [0.553381, -3.104744, 3.235082], [-0.663329, -2.277774, 3.600412], [0.071991, -3.864284, 1.603372], [1.499451, -1.624014, 1.681832], [2.887011, -2.463814, 2.655052], [1.838481, -1.153214, 3.309992], [-0.505059, -4.752304, 1.861292], [0.946181, -4.308814, 1.127682], [-0.396969, -3.112924, 0.968052], [0.708521, -3.367224, -0.876068], [1.986931, -2.074194, -1.226308], [1.435641, -1.165164, -2.296988], [3.278481, -3.262844, -1.897818], [0.491361, -3.696124, -1.892318], [-0.208979, -2.954154, -0.456938], [1.190861, -4.094494, -0.222988], [4.081581, -2.704784, -2.379158], [2.918041, -4.021504, -2.592528], [3.721301, -3.806354, -1.063188], [0.967331, 3.413446, -2.784938], [-0.491209, 2.460846, -3.463638], [-0.667469, 3.126436, -4.821558], [0.386131, 0.877536, -3.673638], [1.285541, 3.107576, -1.788298], [0.658661, 4.456296, -2.712248], [1.829091, 3.372016, -3.451078], [1.297251, 1.120656, -4.220308], [-0.210609, 0.055906, -4.069778], [0.725681, 0.521776, -2.700888], [2.295181, 1.620826, 4.920042], [2.187521, 1.287366, 3.063242], [1.977881, -0.178494, 2.835912], [0.609961, 2.114216, 2.787702], [3.145831, 1.060836, 5.308502], [1.393201, 1.244576, 5.402712], [2.412991, 2.681156, 5.143492], [0.852861, 3.174406, 2.716352], [-0.089119, 2.071796, 3.622922], [0.066371, 1.745886, 1.917682], [-2.277639, 0.899896, 4.392782], [-3.226089, -0.194404, 3.294882], [-3.100189, 0.339076, 1.880922], [-2.114559, -1.615864, 3.461282], [-2.755029, 1.873826, 4.284882], [-1.226709, 0.939386, 4.106282], [-2.272049, 0.587996, 5.437192], [-2.672689, -2.523544, 3.231702], [-1.923789, -1.857844, 4.506822], [-1.240949, -1.389844, 2.849872], [-2.743329, -1.617044, -4.195208], [-1.247849, -2.634834, -3.986388], [-0.059149, -1.683394, -4.052378], [-1.431229, -2.968594, -2.121848], [-2.642749, -0.974264, -5.069748], [-2.751929, -0.833334, -3.437708], [-3.657939, -2.208474, -4.152648], [-0.783439, -3.770814, -1.768428], [-2.480659, -3.112334, -1.864658], [-1.129929, -2.019224, -1.679128], [-3.769539, -2.469974, -0.874408], [-2.267469, -2.500314, 0.128732], [-1.402879, -1.456104, -0.552138], [-3.065499, -1.489954, 1.428462], [-3.674249, -2.850824, -1.891248], [-4.101719, -1.449074, -1.062898], [-4.543109, -3.057854, -0.380358], [-3.992909, -1.906184, 1.821862], [-3.412819, -0.511684, 1.096122], [-2.398169, -1.271474, 2.262152]], "atomic_forces_ev_per_a": [[0.985, -0.856, -0.060], [3.116, 4.140, 1.910], [1.217, 3.757, 5.292], [1.258, 2.878, 1.011], [-0.490, -0.238, 0.073], [-0.015, 0.172, 0.012], [-0.292, 0.426, -0.206], [2.292, 2.210, -0.033], [-0.102, 0.786, -0.426], [-0.450, 0.540, 2.345], [3.855, 1.441, 0.834], [1.530, -2.883, 0.745], [-4.095, -5.769, -2.900], [-5.456, 6.769, 5.227], [0.078, -1.050, 0.192], [0.503, 0.195, -0.404], [1.863, 1.816, -1.225], [-1.466, 2.009, 1.646], [-0.558, 4.962, 2.724], [3.835, 2.670, -1.426], [0.899, -0.297, -0.875], [3.551, -1.200, -1.391], [-1.612, -1.236, -0.766], [1.297, 0.466, -0.016], [-0.104, 0.231, -0.469], [0.617, 0.567, -0.210], [0.403, 1.115, 0.296], [-0.509, -1.128, 0.081], [-0.547, 0.971, 0.531], [0.880, -0.618, 0.306], [-1.193, -0.322, -0.100], [0.057, 1.215, -1.050], [0.419, -0.506, 0.412], [0.338, 7.768, -6.990], [-0.689, 1.059, 0.090], [-1.190, 0.252, -0.730], [0.306, 0.761, 0.016], [-0.673, 2.175, -1.636], [0.735, 0.235, -0.209], [2.183, 3.063, -4.217], [-2.486, -8.712, -0.765], [3.892, -3.687, -1.979], [11.329, -5.851, 2.321], [0.508, -0.658, 2.821], [0.742, -0.556, -0.117], [-0.317, -0.341, -0.315], [-0.630, -3.596, 3.038], [-0.841, 0.354, -0.256], [-0.095, 0.470, 1.274], [0.311, -0.684, 1.385], [3.093, 0.268, -1.572], [4.254, -4.185, -0.839], [7.721, -9.882, -8.570], [-0.417, 0.175, -0.392], [1.604, -0.476, 0.596], [1.765, -0.250, -0.529], [0.136, 0.255, -1.449], [-0.215, 0.228, 0.034], [-0.317, 0.269, -0.141], [-0.182, 0.249, 0.374], [-2.693, -1.852, -2.671], [1.550, 1.452, -1.245], [-0.228, -0.838, 0.547], [-0.003, 1.305, 0.211], [-1.560, -2.973, -3.378], [-0.837, -0.556, -0.618], [-0.558, -0.194, -0.367], [-0.728, -0.384, -0.542], [0.160, 0.800, -0.294], [-0.629, 1.319, -0.745], [-0.377, -0.900, -0.731], [0.491, 3.844, 1.446], [1.052, 10.260, -0.630], [-1.249, 1.124, 2.220], [0.078, 0.085, -0.176], [-0.056, 0.007, -0.045], [0.029, -0.028, -0.408], [0.005, 0.030, -0.222], [0.617, -0.140, 0.446], [0.984, 1.106, 1.428], [0.245, 0.340, -0.641], [-4.522, 0.521, 8.004], [-4.778, 0.045, 14.531], [-6.464, 0.848, 5.183], [0.233, 0.109, 0.192], [-0.301, -0.081, -0.061], [-0.601, -0.303, -0.175], [-0.061, 0.204, -0.145], [-1.226, 2.180, 1.176], [-1.822, 2.473, -0.557], [0.446, 0.797, 0.615], [0.537, -0.096, 0.571], [-1.835, -2.111, -0.670], [-0.674, -2.311, -6.052], [-0.010, -0.748, -0.608], [-0.130, -0.677, 0.313], [0.102, 0.003, -0.265], [-2.536, -0.020, -1.479], [2.351, -0.699, -1.542], [-0.149, -2.463, -2.912], [-2.163, -0.096, 0.035], [-4.525, -0.363, 0.841], [-5.241, -0.264, 8.572], [-2.576, -7.091, -5.708], [-1.024, -0.096, 0.614], [-0.054, 0.264, 0.726], [-0.091, 0.228, 0.212], [-0.071, -0.838, -0.180], [-1.120, -2.954, -3.874], [-0.622, -2.205, -4.264]]}



Entry 2:
{"formula": "C19H28BrN3O3P", "method": "wB97M-V/def2-TZVPD", "e_above_lowest_kcal_mol": 15.32, "lumo_ev": 0.8145, "homo_ev": -0.99, "charge": -1, "e_tot_ha": -4046.11061, "gap_ev": 1.8, "elements": ["O", "C", "C", "C", "C", "C", "C", "C", "N", "C", "P", "O", "Br", "C", "N", "C", "H", "H", "H", "H", "H", "H", "H", "H", "H", "H", "C", "C", "C", "C", "C", "C", "N", "O", "C", "C", "C", "H", "H", "H", "H", "H", "H", "H", "H", "H", "H", "H", "H", "H", "H", "H", "H", "H", "H"], "positions_angstrom": [[5.089383, -5.427576, -1.066831], [6.070918, -4.400873, -1.008833], [6.150582, -3.655689, -2.375987], [5.546917, -2.249476, -2.369118], [6.357669, -1.182453, -2.631259], [5.813375, 0.144741, -2.630641], [4.492433, 0.343773, -2.404500], [3.596576, -0.737112, -2.140078], [2.282182, -0.426018, -1.942645], [1.586806, -1.514355, -1.713387], [-0.261402, -1.229181, -1.475676], [-0.845055, -1.233613, -3.035149], [-1.136989, -3.077701, -0.546280], [2.103768, -2.846759, -1.630377], [3.375866, -3.122602, -1.819859], [4.149893, -2.034848, -2.105529], [4.321876, -5.175657, -0.543510], [7.035042, -4.923689, -0.873333], [5.941403, -3.712802, -0.159543], [5.589530, -4.266339, -3.098877], [7.198594, -3.592045, -2.703202], [7.419051, -1.331606, -2.832629], [6.473358, 0.985477, -2.848862], [4.114307, 1.369119, -2.421168], [-0.929910, -2.145390, -3.356730], [1.440425, -3.683917, -1.401902], [-3.874882, 1.073777, -0.375265], [-3.721711, 0.901109, 1.149463], [-2.238148, 1.046819, 1.529483], [-1.681167, 2.465479, 1.435267], [-2.747715, 3.543626, 1.654576], [-3.984784, 3.075348, 2.441232], [-4.567523, 1.939757, 1.751142], [-5.719766, 1.451706, 2.376928], [-4.987087, 4.232629, 2.400324], [-3.602125, 2.824387, 3.912020], [-4.108449, -0.536673, 1.488632], [-4.915925, 0.936998, -0.673290], [-3.269238, 0.337889, -0.928941], [-3.564271, 2.067587, -0.702695], [-2.095544, 0.689428, 2.553897], [-1.624792, 0.382096, 0.908112], [-0.879261, 2.578546, 2.172446], [-1.209442, 2.620133, 0.459538], [-2.286929, 4.408532, 2.145273], [-3.074981, 3.908875, 0.675801], [-5.326223, 4.413385, 1.378000], [-4.527573, 5.158454, 2.769814], [-5.862214, 4.029387, 3.018248], [-3.183414, 3.734198, 4.361055], [-2.855924, 2.035148, 4.027224], [-4.475425, 2.545017, 4.503002], [-3.454216, -1.233788, 0.953073], [-5.131963, -0.765637, 1.194787], [-4.005927, -0.737648, 2.556747]], "atomic_forces_ev_per_a": [[0.085, -0.082, 0.593], [0.488, -0.374, -0.723], [-0.676, 0.383, 0.375], [0.532, -0.488, -0.056], [-0.453, 0.738, 0.116], [0.668, -0.650, -0.231], [-0.278, 0.679, 0.039], [1.171, 1.313, -0.308], [0.296, -1.682, 0.093], [-1.620, -1.305, 0.123], [-0.375, 2.000, -0.120], [0.434, -0.939, 0.887], [0.422, -0.103, -0.403], [0.728, 0.184, -0.145], [-0.575, 0.569, 0.000], [0.108, -0.475, 0.067], [0.047, 0.155, -0.287], [-0.315, 0.253, 0.105], [-0.124, -0.168, -0.286], [0.282, 0.025, 0.220], [-0.343, 0.073, 0.059], [-0.285, 0.010, 0.041], [-0.224, -0.184, 0.120], [-0.173, -0.445, 0.049], [0.028, 0.230, -0.261], [0.127, 0.326, -0.064], [0.310, -0.318, -0.365], [0.405, 0.337, -0.343], [0.270, -0.040, 0.130], [0.099, 0.071, -0.006], [0.147, 0.059, -0.192], [0.433, -0.097, -0.168], [-0.547, 0.041, -0.191], [0.005, -0.053, 0.281], [-0.224, 0.224, 0.197], [0.072, 0.095, 0.379], [-0.313, -0.131, 0.208], [-0.043, 0.052, 0.186], [0.003, -0.021, 0.001], [0.002, 0.027, 0.111], [-0.206, -0.038, -0.001], [-0.106, -0.033, -0.041], [-0.001, -0.025, -0.012], [-0.021, 0.008, 0.000], [-0.129, -0.013, 0.122], [-0.200, -0.077, 0.052], [0.032, -0.148, -0.012], [0.102, -0.050, 0.024], [0.028, -0.197, -0.083], [0.012, 0.018, -0.053], [-0.021, -0.016, -0.092], [-0.083, -0.119, -0.220], [0.166, 0.115, -0.052], [-0.045, 0.191, 0.135], [-0.122, 0.098, 0.003]]}